Molecular formula: C3H13NO2
Method: DFT, the ωB97M-V functional and the def2-TZVPD basis

Last column: Mulliken charge in e.
Element x y z (Å)
1 C 0.685 0.499 1.902  -0.92
2 N 1.733 -0.027 1.123  -0.02
3 C 2.111 1.026 0.068  -0.98
4 C 1.887 -1.542 0.980  -0.94
5 H 0.773 0.221 2.956  0.35
6 H -0.390 0.130 1.681  0.25
7 H 0.590 1.645 1.933  0.31
8 H 2.804 1.739 0.469  0.28
9 H 2.790 0.571 -0.710  0.30
10 H 1.156 1.313 -0.343  0.43
11 H 1.079 -2.031 1.527  0.36
12 H 2.799 -2.039 1.385  0.28
13 H 1.685 -1.908 -0.040  0.30
14 H -5.883 1.570 -3.595  0.33
15 H -4.964 2.806 -2.993  0.33
16 O -5.526 2.484 -3.737  -0.66
17 H -1.521 -2.693 -1.453  0.32
18 H -0.614 -1.469 -0.566  0.34
19 O -1.193 -2.295 -0.588  -0.66

## Properties
SMILES = CN(C)C.O.O
Charge = 0
Orbital gap = 8.58 eV

Molecular formula: C2H3OS
Method: DFT, the ωB97M-V functional and the def2-TZVPD basis

Last column: Mulliken charge in e.
Element x y z (Å)
1 C -1.298 -1.315 0.371  0.18
2 C -0.357 -0.192 0.104  -0.74
3 O -0.933 -2.451 0.135  -0.45
4 S -3.774 0.590 -0.207  -0.87
5 H -0.695 0.792 0.071  0.30
6 H 0.035 -0.419 -0.858  0.26
7 H 0.484 -0.440 0.698  0.31

## Properties
Charge = -1
Orbital gap (alpha / beta) = 6.35 / 6.49 eV

Molecular formula: C6H14O
Method: DFT, the ωB97M-V functional and the def2-TZVPD basis

Last column: Mulliken charge in e.
Element x y z (Å)
1 C 0.863 0.078 -1.982  -0.42
2 C -2.232 -0.217 0.590  -0.76
3 C 0.923 1.571 -1.863  -0.92
4 O -1.013 -0.540 -0.065  -0.26
5 H 1.745 -0.404 -2.382  0.37
6 H -0.023 -0.293 -2.482  0.25
7 H -2.957 -0.075 -0.212  0.26
8 H -2.157 0.723 1.149  0.30
9 H -2.567 -1.022 1.251  0.28
10 H 0.886 2.052 -2.849  0.34
11 H 0.071 1.946 -1.295  0.23
12 H 1.829 1.890 -1.351  0.27
13 C 0.545 0.423 1.631  -1.35
14 C 0.185 -0.739 0.723  0.67
15 C 0.317 -2.018 1.230  -0.93
16 H 0.944 -0.466 -0.553  -0.01
17 H -0.223 0.632 2.375  0.36
18 H 1.466 0.218 2.170  0.43
19 H 0.716 1.315 1.025  0.30
20 H -0.017 -2.877 0.669  0.30
21 H 0.700 -2.197 2.221  0.28

## Properties
Charge = 0
Orbital gap = 8.29 eV

Molecular formula: C18H25F4N3O6S
Method: DFT, the ωB97M-V functional and the def2-TZVPD basis

Last column: Mulliken charge in e.
Element x y z (Å)
1 C -4.508 -1.036 -0.288  -1.62
2 C -3.143 -1.661 -0.437  0.45
3 F -2.966 -2.620 0.572  -0.37
4 C -1.974 -0.658 -0.389  0.80
5 C -1.869 0.244 0.834  -1.85
6 C -1.769 -0.444 2.207  -0.96
7 C -0.470 -0.092 2.924  0.42
8 N 0.033 -1.039 3.838  -0.44
9 O 0.072 0.961 2.754  -0.52
10 O -2.239 0.252 -1.506  -0.53
11 S -1.582 -0.249 -2.862  1.36
12 O -0.655 0.746 -3.280  -0.71
13 O -2.567 -0.746 -3.749  -0.63
14 O -0.810 -1.480 -2.243  -0.53
15 C -0.615 -1.248 -0.820  0.02
16 C -0.149 -2.551 -0.187  -0.98
17 C 1.357 -2.806 0.016  -0.36
18 O 1.625 -4.079 -0.528  -0.57
19 C 2.305 -1.780 -0.600  0.72
20 F 2.211 -0.603 0.062  -0.20
21 F 2.061 -1.542 -1.894  -0.27
22 F 3.580 -2.201 -0.490  -0.32
23 H -4.780 -0.519 -1.208  0.35
24 H -5.234 -1.830 -0.111  0.43
25 H -4.554 -0.325 0.538  0.35
26 H -3.082 -2.199 -1.387  0.55
27 H -2.719 0.927 0.809  0.69
28 H -0.989 0.876 0.695  0.66
29 H -2.592 -0.099 2.843  0.44
30 H -1.875 -1.523 2.146  0.45
31 H -0.644 -1.776 3.996  0.31
32 H 0.915 -1.432 3.529  0.22
33 H 0.112 -0.439 -0.729  0.94
34 H -0.649 -2.685 0.769  0.29
35 H -0.506 -3.361 -0.827  0.55
36 H 1.598 -2.780 1.086  0.30
37 H 2.475 -4.397 -0.199  0.40
38 N -0.323 2.848 -5.535  0.12
39 C 0.381 2.850 -6.705  -0.47
40 C 0.431 4.140 -7.167  -0.48
41 C -0.274 4.948 -6.234  -0.61
42 C -0.726 4.119 -5.240  -0.25
43 H -0.516 2.037 -4.970  0.35
44 H 0.787 1.939 -7.110  0.36
45 H 0.919 4.467 -8.070  0.38
46 H -0.429 6.012 -6.286  0.37
47 H -1.296 4.327 -4.351  0.36
48 N 3.473 0.906 6.711  0.01
49 C 2.424 0.930 5.833  -0.71
50 C 2.935 0.842 4.566  0.01
51 C 4.350 0.758 4.687  -0.81
52 C 4.651 0.801 6.022  -0.40
53 H 3.392 0.963 7.709  0.18
54 H 1.407 1.010 6.176  0.40
55 H 2.350 0.848 3.662  0.58
56 H 5.065 0.680 3.884  0.39
57 H 5.597 0.768 6.536  0.37

## Properties
SMILES = C[C@H](F)[C@]1(CCC(N)=O)OS(=O)(=O)O[C@@H]1C[C@@H](O)C(F)(F)F.c1cc[nH]c1.c1cc[nH]c1
Charge = 0
Orbital gap = 7.86 eV

Molecular formula: C3H4FIO
Method: DFT, the ωB97M-V functional and the def2-TZVPD basis

Last column: Löwdin spin population.
Element x y z (Å)
1 C 0.012 0.551 -0.395  0.54
2 C 1.000 1.547 0.331  0.16
3 C -1.013 -1.786 -0.209  0.69
4 O -0.561 0.825 -1.388  0.29
5 F -0.230 -2.539 -0.983  0.14
6 I -0.698 -2.197 1.852  0.13
7 H -2.050 -1.787 -0.504  0.04
8 H 0.373 2.431 0.481  0.01
9 H 1.740 1.770 -0.432  0.01
10 H 1.426 1.184 1.247  0.00

## Properties
Charge = 0
2S+1 = 3
Orbital gap (alpha / beta) = 7.81 / 9.05 eV
Expectation value of S² = 2.008

Molecular formula: C19H44ClF3P2Pb
Method: DFT, the ωB97M-V functional and the def2-TZVPD basis

Last column: Mulliken charge in e.
Element x y z (Å)
1 Pb 0.204 -0.116 0.849  0.92
2 Cl 0.078 0.089 -1.622  -0.73
3 P -0.382 -2.953 -0.426  -0.32
4 C 0.638 -3.675 -1.860  0.54
5 C -0.169 -4.121 1.006  0.74
6 C -2.162 -3.044 -1.050  0.45
7 C 2.014 -3.023 -1.916  -1.37
8 H 0.119 -3.362 -2.789  0.40
9 C 0.863 -5.204 -1.811  -1.44
10 H 1.451 -5.455 -0.921  0.26
11 H 1.439 -5.591 -2.680  0.43
12 H -0.060 -5.822 -1.764  0.24
13 H 1.841 -1.969 -2.091  0.26
14 H 2.584 -3.451 -2.748  0.47
15 H 2.578 -3.162 -0.984  0.24
16 H -2.159 -2.414 -1.932  0.53
17 C -3.090 -2.434 0.017  -1.24
18 C -2.579 -4.477 -1.400  -1.40
19 H -2.020 -4.948 -2.208  0.29
20 H -3.638 -4.572 -1.658  0.42
21 H -2.453 -5.115 -0.507  0.29
22 H -2.494 -1.784 0.656  0.14
23 H -3.599 -3.170 0.658  0.31
24 H -3.836 -1.783 -0.445  0.42
25 C 1.232 -4.011 1.628  -1.48
26 H -0.250 -5.117 0.522  0.61
27 C -1.252 -3.989 2.101  -1.51
28 H 1.944 -4.538 0.988  0.29
29 H 1.201 -4.546 2.588  0.48
30 H 1.549 -2.986 1.859  0.07
31 H -1.369 -2.973 2.530  0.12
32 H -0.909 -4.592 2.949  0.54
33 H -2.211 -4.358 1.729  0.23
34 H 1.926 -0.753 1.444  -0.13
35 H -1.039 0.660 2.330  0.07
36 P 0.447 2.976 -0.404  -0.46
37 C -0.728 3.713 -1.689  0.43
38 C 0.395 4.061 1.106  0.85
39 C 2.181 3.164 -1.209  0.55
40 C -2.073 3.019 -1.511  -1.38
41 H -0.337 3.437 -2.685  0.45
42 C -0.975 5.234 -1.531  -1.39
43 H -1.469 5.387 -0.564  0.23
44 H -1.638 5.651 -2.317  0.45
45 H -0.061 5.860 -1.543  0.24
46 H -1.914 1.986 -1.787  0.28
47 H -2.850 3.449 -2.157  0.44
48 H -2.419 3.074 -0.479  0.25
49 H 2.057 2.554 -2.112  0.57
50 C 3.252 2.524 -0.282  -1.19
51 C 2.520 4.641 -1.524  -1.45
52 H 1.847 5.108 -2.263  0.25
53 H 3.551 4.761 -1.888  0.44
54 H 2.469 5.229 -0.576  0.30
55 H 2.745 2.004 0.548  0.12
56 H 3.953 3.276 0.116  0.36
57 H 3.801 1.757 -0.843  0.34
58 C -0.989 4.012 1.780  -1.53
59 H 0.560 5.079 0.682  0.55
60 C 1.503 3.774 2.135  -1.49
61 H -1.719 4.596 1.192  0.29
62 H -0.872 4.536 2.734  0.50
63 H -1.326 2.994 2.003  0.04
64 H 1.581 2.745 2.523  0.11
65 H 1.247 4.395 3.008  0.54
66 H 2.460 4.127 1.717  0.26
67 F -0.401 1.020 4.050  -0.26
68 C -0.873 0.034 3.276  0.72
69 F 0.112 -0.988 3.642  -0.25
70 F -2.027 -0.426 3.809  -0.25

## Properties
Charge = 0
Orbital gap = 7.46 eV